[1]
Computed, not measured: a cluster of 8 separate species, H16O8 in total at a distorted geometry, with ωB97M-V with the def2-TZVPD basis set.

```
! wB97M-V def2-TZVPD RIJCOSX def2/J DEFGRID3
* xyz 0 1
H -2.243 0.407 -0.334
H -1.747 -0.911 -0.917
H -0.767 1.353 1.232
H -1.992 1.189 2.142
H -0.225 -3.357 0.045
H 0.516 -2.364 -0.933
H -1.124 1.122 -1.856
H -0.904 2.563 -2.368
H 2.428 -0.864 -1.876
H 0.982 -0.333 -1.703
H 1.089 1.971 0.415
H -0.056 2.428 -0.389
H 1.234 -0.198 0.562
H 2.450 -0.136 1.549
H 0.295 -2.256 2.095
H -0.201 -0.846 2.639
O -2.194 -0.119 -1.161
O -1.448 0.690 1.507
O -0.158 -2.441 -0.203
O -0.428 1.829 -2.052
O 1.528 -0.958 -2.198
O 0.310 2.546 0.514
O 2.156 0.146 0.663
O 0.498 -1.462 2.628
*
```

**Energy above the lowest of the compared OMol25 structures with the same formula, charge and spin**: 28.3 kcal per mole
**Total energy**: -611.53751 Eh
**M**: 144.12 g mol⁻¹
**Largest force on an atom**: 0.05318 Eh/bohr
**Gap between HOMO and LUMO**: 11.6 eV
**Structure (SMILES)**: O.O.O.O.O.O.O.O

---

[2]
Computed, not measured: the molecule C2H4O2 at a distorted geometry, with ωB97M-V with the def2-TZVPD basis set.

```
! wB97M-V def2-TZVPD RIJCOSX def2/J DEFGRID3
* xyz 0 1
O -0.798 0.184 -1.087
C -0.117 0.073 -0.139
O -0.422 0.586 1.105
C 1.191 -0.782 -0.091
H -1.253 1.199 1.167
H 1.682 -0.759 1.005
H 2.068 -0.605 -0.684
H 0.813 -1.744 -0.250
*
```

**Energy above the lowest of the compared OMol25 structures with the same formula, charge and spin**: 16.9 kcal per mole
**Total energy**: -229.07961 Eh
**M**: 60.05 g mol⁻¹
**Largest force on an atom**: 0.08544 Eh/bohr
**Gap between HOMO and LUMO**: 11.3 eV
**Structure (SMILES)**: CC(=O)O

---

[3]
Computed, not measured: a structure of composition C11H16N4O3 at a distorted geometry, with ωB97M-V with the def2-TZVPD basis set.

```
! wB97M-V def2-TZVPD RIJCOSX def2/J DEFGRID3
* xyz 0 1
C -0.789 -0.381 -0.197
C 0.521 -1.243 -0.321
C -2.007 -1.020 -0.685
C -3.272 -0.323 -0.185
C -4.613 -0.669 0.097
C -4.317 1.495 0.414
C 2.222 0.662 0.698
C 2.481 1.826 -0.383
C 3.595 0.197 1.273
C 4.242 -0.827 0.312
C 2.928 -1.491 -0.220
H -1.540 1.442 -0.569
H -1.104 0.965 -1.862
H -0.964 -0.083 0.838
H -2.174 -1.977 -0.278
H -1.987 -1.085 -1.814
H -5.095 -1.553 0.141
H -4.543 2.538 0.396
H -6.159 0.379 1.019
H 1.410 0.779 1.519
H 3.382 -0.363 2.183
H 4.237 1.036 1.690
H 4.743 -0.310 -0.545
H 4.806 -1.422 0.981
H 2.674 -2.306 0.529
H 3.077 -1.978 -1.173
H 0.357 1.562 -0.794
N -0.765 0.966 -0.857
N -3.218 1.078 -0.041
N -5.288 0.450 0.521
N 1.833 -0.575 -0.177
O 0.446 -2.281 -0.919
O 3.540 2.389 -0.608
O 1.340 2.122 -0.984
*
```

**Energy above the lowest of the compared OMol25 structures with the same formula, charge and spin**: 74.7 kcal per mole
**Total energy**: -873.44897 Eh
**M**: 252.27 g mol⁻¹
**Largest force on an atom**: 0.08491 Eh/bohr
**Gap between HOMO and LUMO**: 9.0 eV

---

[4]
Computed, not measured: a structure of composition C14H17N4O7Rh at a distorted geometry, with ωB97M-V with the def2-TZVPD basis set.

```
! wB97M-V def2-TZVPD RIJCOSX def2/J DEFGRID3
* xyz 0 1
Rh 0.542 -0.550 -0.606
O 0.993 -3.571 2.568
C 0.909 -2.540 1.948
O 1.323 -2.200 0.837
C 0.106 -1.366 2.773
C 0.666 0.043 2.533
C 0.168 0.941 3.683
C -1.328 1.054 3.334
C -1.383 0.278 2.000
O -0.102 0.550 1.446
C -1.324 -1.220 2.312
C -1.661 -2.087 0.968
O -2.184 -3.150 1.193
O -1.387 -1.516 -0.106
H 0.198 -1.696 3.805
H 1.728 0.099 2.300
H 0.663 1.909 3.618
H 0.351 0.520 4.667
H -1.629 2.090 3.184
H -1.975 0.611 4.088
H -2.175 0.570 1.312
H -2.056 -1.569 3.040
N 1.544 -2.120 -2.099
C 2.858 -1.716 -2.541
C 3.389 -0.396 -1.776
O 4.452 0.023 -2.178
O 2.644 0.028 -0.875
H 1.583 -2.854 -1.391
H 0.931 -2.397 -2.858
H 2.865 -1.452 -3.600
H 3.624 -2.472 -2.354
N -2.781 3.421 -1.900
C -1.785 2.630 -2.345
C -0.929 1.949 -1.455
N 0.028 1.150 -1.905
C 0.187 1.047 -3.232
C -0.627 1.762 -4.093
N -1.613 2.534 -3.665
H -2.964 3.516 -0.920
H -3.360 3.899 -2.567
H -1.003 2.091 -0.386
H 0.997 0.432 -3.591
H -0.484 1.725 -5.164
*
```

**Energy above the lowest of the compared OMol25 structures with the same formula, charge and spin**: 91.6 kcal per mole
**Total energy**: -1399.89793 Eh
**M**: 456.22 g mol⁻¹
**Largest force on an atom**: 0.11363 Eh/bohr
**Gap between HOMO and LUMO (alpha / beta)**: 5.5 / 5.5 eV

---

[5]
Computed, not measured: a cluster of 2 separate species, C9H11N2 in total at a distorted geometry, with ωB97M-V with the def2-TZVPD basis set.

```
! wB97M-V def2-TZVPD RIJCOSX def2/J DEFGRID3
* xyz -1 1
C 0.533 0.425 -2.192
C -0.556 1.344 -2.272
C -1.852 2.373 -2.156
N -1.298 3.793 -2.399
N 0.068 3.641 -2.206
H 1.671 0.066 -2.233
H -2.269 2.367 -1.055
H -2.655 2.078 -2.968
H 0.634 4.075 -2.972
H 0.378 3.949 -1.257
C 1.835 -2.048 1.926
C 1.050 -2.956 2.636
C -0.340 -2.914 2.523
C -0.944 -1.971 1.692
C -0.158 -1.065 0.979
C 1.231 -1.100 1.099
H 2.918 -2.078 2.017
H 1.521 -3.695 3.278
H -0.952 -3.618 3.081
H -2.026 -1.942 1.600
H -0.629 -0.331 0.330
H 1.842 -0.391 0.548
*
```

**Total energy**: -458.79529 Eh
**M**: 147.20 g mol⁻¹
**Largest force on an atom**: 0.18029 Eh/bohr
**Gap between HOMO and LUMO**: 4.6 eV

---

[6]
Computed, not measured: a cluster of 2 separate species, C3H3F2NO4 in total at a distorted geometry, with ωB97M-V with the def2-TZVPD basis set.

```
! wB97M-V def2-TZVPD RIJCOSX def2/J DEFGRID3
* xyz 0 1
C 1.757 0.372 1.166
C -0.186 -0.348 -0.059
C 3.699 -0.675 1.226
N 3.339 -2.058 0.991
O 1.423 1.198 1.942
O 3.178 -2.526 -0.102
O 3.164 -2.627 2.038
O 1.291 -0.320 0.215
F 4.367 -0.165 0.164
F 4.433 -0.655 2.349
H -0.354 -1.403 -0.325
H -0.457 0.363 -0.887
H -0.628 -0.137 0.839
*
```

**Energy above the lowest of the compared OMol25 structures with the same formula, charge and spin**: 0.0 kcal per mole
**Total energy**: -671.36998 Eh
**M**: 155.06 g mol⁻¹
**Largest force on an atom**: 0.06982 Eh/bohr
**Gap between HOMO and LUMO (alpha / beta)**: 9.4 / 9.4 eV

---

[7]
Computed, not measured: a cluster of 2 separate species, C7H13NO in total at a distorted geometry, with ωB97M-V with the def2-TZVPD basis set.

```
! wB97M-V def2-TZVPD RIJCOSX def2/J DEFGRID3
* xyz 0 1
C -1.822 0.044 0.211
C 2.427 -0.584 -0.260
C -2.191 1.418 -0.233
C -1.913 -0.323 1.567
C -1.510 -0.969 -0.837
C 3.514 0.255 -0.866
C 1.453 -0.048 0.675
O 2.489 -0.786 1.215
N 0.422 0.546 0.996
H 2.183 -1.503 -0.791
H -2.139 2.130 0.590
H -3.225 1.405 -0.604
H -1.545 1.766 -1.037
H -2.513 0.311 2.214
H -1.992 -1.382 1.793
H -0.647 0.021 1.786
H -0.891 -0.548 -1.630
H -1.009 -1.841 -0.417
H -2.449 -1.310 -1.292
H 4.445 -0.312 -0.936
H 3.690 1.148 -0.268
H 3.225 0.563 -1.874
*
```

**Energy above the lowest of the compared OMol25 structures with the same formula, charge and spin**: 112.6 kcal per mole
**Total energy**: -404.34796 Eh
**M**: 127.19 g mol⁻¹
**Largest force on an atom**: 0.01991 Eh/bohr
**Gap between HOMO and LUMO (alpha / beta)**: 8.2 / 8.2 eV

---

[8]
Computed, not measured: a cluster of 2 separate species, C38H41BO4S in total at a distorted geometry, with ωB97M-V with the def2-TZVPD basis set.

```
! wB97M-V def2-TZVPD RIJCOSX def2/J DEFGRID3
* xyz 0 1
C 7.072 3.606 -0.718
O 6.947 2.301 -1.323
C 6.330 1.326 -0.598
C 6.207 0.058 -1.217
C 5.249 -0.815 -0.760
C 4.405 -0.467 0.320
B -1.658 -1.735 -0.077
C 3.283 -1.289 0.678
C 2.449 -1.156 1.782
C 1.785 -2.363 2.125
C 2.176 -3.436 1.338
C 1.919 -4.873 1.580
S 3.147 -2.906 0.014
O -1.654 -2.016 1.259
C -2.573 -3.126 1.381
C -2.091 -4.022 2.499
C -3.937 -2.540 1.768
C -2.554 -3.745 -0.082
C -1.401 -4.731 -0.282
C -3.830 -4.400 -0.559
O -2.319 -2.571 -0.917
C 4.692 0.711 1.048
C 5.687 1.574 0.637
H 7.591 4.205 -1.467
H 6.084 4.040 -0.506
H 7.667 3.553 0.203
H 6.824 -0.161 -2.091
H 5.120 -1.772 -1.265
H 2.353 -0.230 2.340
H 1.099 -2.486 2.960
H 1.588 -5.030 2.613
H 1.141 -5.237 0.900
H 2.822 -5.474 1.408
H -2.693 -4.942 2.515
H -1.030 -4.284 2.405
H -2.234 -3.516 3.462
H -4.644 -3.335 2.036
H -3.809 -1.899 2.651
H -4.379 -1.932 0.966
H -1.624 -5.684 0.217
H -1.278 -4.940 -1.353
H -0.446 -4.340 0.100
H -4.069 -5.263 0.074
H -4.677 -3.708 -0.549
H -3.690 -4.774 -1.582
H 4.103 0.953 1.933
H 5.912 2.481 1.206
C 3.822 2.247 -3.126
C 2.929 1.404 -2.276
C 2.603 0.094 -2.659
C 1.661 -0.629 -1.954
C 0.983 -0.052 -0.854
C -0.379 -0.508 -0.558
C -1.314 0.626 -0.114
C -1.294 1.100 1.209
C -2.133 2.122 1.611
C -3.047 2.672 0.698
O -4.046 3.438 1.276
C -4.961 4.154 0.494
C -6.277 4.175 0.971
C -7.235 4.929 0.296
C -6.873 5.696 -0.818
C -5.547 5.697 -1.264
C -4.580 4.920 -0.614
C -3.035 2.279 -0.647
C -2.186 1.242 -1.026
C 1.507 1.152 -0.335
C 2.423 1.890 -1.066
H 3.531 3.302 -3.058
H 4.870 2.176 -2.805
H 3.766 1.929 -4.173
H 3.093 -0.335 -3.538
H 1.359 -1.625 -2.283
H -0.726 -0.908 -1.543
H -0.600 0.647 1.917
H -2.149 2.476 2.639
H -6.518 3.589 1.857
H -8.265 4.912 0.651
H -7.627 6.293 -1.337
H -5.252 6.298 -2.125
H -3.544 4.906 -0.965
H -3.698 2.746 -1.374
H -2.193 0.903 -2.063
H 1.120 1.554 0.602
H 2.746 2.876 -0.718
*
```

**Energy above the lowest of the compared OMol25 structures with the same formula, charge and spin**: 43.8 kcal per mole
**Total energy**: -2196.61393 Eh
**M**: 604.62 g mol⁻¹
**Largest force on an atom**: 0.10193 Eh/bohr
**Gap between HOMO and LUMO**: 7.3 eV
**Structure (SMILES)**: Cc1ccc([C@@H](B2OC(C)(C)C(C)(C)O2)c2ccc(Oc3ccccc3)cc2)cc1.COc1ccc(-c2ccc(C)s2)cc1

---

Question: What is the largest force on an atom in the fourth record?
Answer: 0.11363 Eh/bohr

---

Question: Among the records above, which one has the lowest M?
Answer: C2H4O2

---

Question: Which value of total energy does entry 3 give?
Answer: -873.44897 Eh

---

Question: Among the records above, which one has the highest total energy?
Answer: C2H4O2